This record from the OMol25 dataset describes a molecular structure, C30H40BCrN2O3S3. The level of theory is the ωB97M-V functional and the def2-TZVPD basis.

## Properties
- energy (Eh) = -3766.47776
- HOMO (spin up / spin down) (hartree) = -0.247 / -0.235
- spin multiplicity = 4
- Kohn-Sham gap (spin up / spin down) (eV) = 6.2 / 5.7
- LUMO (spin up / spin down) (eV) = -0.50 / -0.66
- maximum force (eV/Å) = 0.61

```
80
C30H40BCrN2O3S3 the ωB97M-V functional and the def2-TZVPD basis
Cr -0.49 0.01 -0.38
S -0.84 -3.08 -1.84
C -0.72 -1.47 -1.73
S -0.88 -1.16 1.75
S -0.70 -0.11 -2.72
C 6.47 1.09 0.16
C 5.81 -0.29 0.05
C 6.18 -1.10 1.30
C 6.34 -0.99 -1.20
C 4.29 -0.19 -0.04
C 3.52 -1.36 -0.13
C 2.15 -1.27 -0.22
N 1.51 -0.09 -0.24
C 2.22 1.04 -0.15
C 3.61 1.01 -0.06
C 1.42 2.29 -0.14
C 1.98 3.54 -0.01
C 1.17 4.68 0.03
C -0.19 4.47 -0.09
C -0.69 3.18 -0.23
N 0.09 2.11 -0.24
C 1.80 6.05 0.21
C 0.75 7.16 0.23
C 2.56 6.08 1.55
C 2.78 6.32 -0.94
H 7.55 0.96 0.24
H 6.13 1.63 1.05
H 6.26 1.70 -0.72
H 7.26 -1.18 1.39
H 5.78 -2.12 1.26
H 5.79 -0.63 2.21
H 7.43 -1.07 -1.14
H 6.08 -0.43 -2.10
H 5.94 -2.00 -1.30
H 3.98 -2.33 -0.12
H 1.52 -2.15 -0.30
H 4.15 1.95 0.00
H 3.05 3.64 0.07
H -0.89 5.29 -0.08
H -1.75 3.02 -0.33
H 0.05 7.04 1.05
H 0.19 7.20 -0.70
H 1.25 8.12 0.36
H 1.89 5.87 2.38
H 3.01 7.06 1.70
H 3.37 5.34 1.56
H 2.25 6.30 -1.90
H 3.57 5.58 -0.98
H 3.23 7.30 -0.82
C 1.35 1.25 3.29
O 0.28 1.97 2.68
H 1.24 0.17 3.14
H 1.43 1.46 4.36
H 2.27 1.57 2.80
H -0.55 1.55 2.94
C -5.15 5.62 1.96
C -6.00 4.56 1.24
C -7.11 4.07 2.18
C -6.66 5.22 0.03
C -5.10 3.39 0.85
C -4.91 3.01 -0.48
C -4.08 1.94 -0.84
C -3.45 1.28 0.17
O -2.57 0.21 0.10
B -2.21 -0.07 1.48
O -2.89 0.81 2.32
C -3.64 1.63 1.50
C -4.45 2.67 1.87
H -5.78 6.46 2.26
H -4.37 6.00 1.31
H -4.68 5.22 2.86
H -7.76 4.89 2.46
H -6.70 3.64 3.10
H -7.71 3.30 1.69
H -7.29 6.04 0.37
H -7.29 4.52 -0.51
H -5.92 5.63 -0.66
H -5.41 3.54 -1.27
H -3.94 1.65 -1.88
H -4.57 2.92 2.91
```

---

This record from the OMol25 dataset describes a single C18H27N3O4S2 molecule in a non-equilibrium geometry. The level of theory is the ωB97M-V functional and the def2-TZVPD basis.

## Properties
- energy (Eh) = -1963.13072
- HOMO (hartree) = -0.314
- spin multiplicity = 1
- Kohn-Sham gap (eV) = 7.3
- LUMO (eV) = -1.23
- maximum force (eV/Å) = 13.11
- energy above the lowest of the compared OMol25 structures with the same formula, charge and spin (kJ/mol) = 1560.18
- SMILES string = CCC[C@@H](C)NC(=S)NC(=O)c1cc(S(=O)(=O)N2CCOCC2)ccc1C

```
54
C18H27N3O4S2 the ωB97M-V functional and the def2-TZVPD basis
C -2.81 -3.71 -4.06
H -2.53 -4.54 -4.83
C -1.60 -2.71 -4.30
C -0.27 -3.11 -3.91
H 0.04 -3.74 -4.64
H -0.38 -3.48 -2.81
C 0.64 -2.01 -3.82
N 0.72 -0.99 -2.93
C 1.07 -1.04 -1.62
S 1.86 -2.23 -1.01
N 0.66 -0.16 -0.72
C -0.08 1.05 -1.03
O -0.65 1.43 -2.35
C -0.46 1.84 0.04
C -0.61 1.43 1.25
C -1.08 2.17 2.44
C -1.06 3.65 2.18
C -0.81 4.15 1.05
C -0.37 3.23 -0.18
C -0.30 3.91 -1.37
H -0.13 5.12 -1.31
H -1.08 3.59 -1.98
H 0.74 3.55 -1.78
H -0.85 5.11 1.02
H -0.84 4.09 3.16
S -1.22 1.31 3.86
O -2.37 0.55 3.71
O -1.25 2.20 4.98
N 0.09 0.51 4.13
C 0.05 -0.69 4.86
H -0.63 -1.36 4.58
C 1.55 -1.38 4.76
H 1.45 -2.36 5.43
O 2.51 -0.52 5.09
C 2.58 0.57 4.32
H 3.51 0.87 4.70
C 1.48 1.38 4.36
H 1.12 2.06 3.77
H 1.21 1.67 5.47
H 2.73 0.11 3.42
H 1.38 -1.83 3.65
H -0.21 -0.50 6.14
H -0.82 0.36 1.49
H 0.87 0.04 0.11
H 0.09 -0.24 -3.11
C 1.03 -1.46 -5.43
H 1.11 -2.20 -6.11
H 0.08 -0.82 -5.72
H 2.05 -0.87 -5.27
H 1.76 -2.61 -3.42
H -1.62 -2.25 -5.22
H -1.84 -1.77 -3.53
H -3.60 -3.34 -4.44
H -2.88 -4.02 -3.07
```

---

This record from the OMol25 dataset describes a single C3H4N4O molecule in a non-equilibrium geometry. The level of theory is the ωB97M-V functional and the def2-TZVPD basis.

## Properties
- energy (Eh) = -410.86173
- HOMO (hartree) = -0.347
- spin multiplicity = 1
- Kohn-Sham gap (eV) = 9.6
- LUMO (eV) = 0.13
- maximum force (eV/Å) = 3.45
- energy above the lowest of the compared OMol25 structures with the same formula, charge and spin (kJ/mol) = 371.66
- SMILES string = [H]/N=c1/nnocc1N

```
12
C3H4N4O the ωB97M-V functional and the def2-TZVPD basis
C -0.90 -0.11 -0.09
C -0.76 0.60 1.01
C 0.39 -0.47 -0.73
H -2.01 -1.77 -0.34
H -2.87 -0.30 -0.19
H -1.59 1.04 1.59
H -0.40 -1.39 -2.21
N -2.02 -0.73 -0.65
N 1.58 0.79 0.85
N 1.57 0.03 -0.11
N 0.49 -1.13 -1.80
O 0.39 1.20 1.50
```

---

Please write out number 1 again, unchanged.
This record from the OMol25 dataset describes a molecular structure, C30H40BCrN2O3S3. The level of theory is the ωB97M-V functional and the def2-TZVPD basis.

## Properties
- energy (Eh) = -3766.47776
- HOMO (spin up / spin down) (hartree) = -0.247 / -0.235
- spin multiplicity = 4
- Kohn-Sham gap (spin up / spin down) (eV) = 6.2 / 5.7
- LUMO (spin up / spin down) (eV) = -0.50 / -0.66
- maximum force (eV/Å) = 0.61

```
80
C30H40BCrN2O3S3 the ωB97M-V functional and the def2-TZVPD basis
Cr -0.49 0.01 -0.38
S -0.84 -3.08 -1.84
C -0.72 -1.47 -1.73
S -0.88 -1.16 1.75
S -0.70 -0.11 -2.72
C 6.47 1.09 0.16
C 5.81 -0.29 0.05
C 6.18 -1.10 1.30
C 6.34 -0.99 -1.20
C 4.29 -0.19 -0.04
C 3.52 -1.36 -0.13
C 2.15 -1.27 -0.22
N 1.51 -0.09 -0.24
C 2.22 1.04 -0.15
C 3.61 1.01 -0.06
C 1.42 2.29 -0.14
C 1.98 3.54 -0.01
C 1.17 4.68 0.03
C -0.19 4.47 -0.09
C -0.69 3.18 -0.23
N 0.09 2.11 -0.24
C 1.80 6.05 0.21
C 0.75 7.16 0.23
C 2.56 6.08 1.55
C 2.78 6.32 -0.94
H 7.55 0.96 0.24
H 6.13 1.63 1.05
H 6.26 1.70 -0.72
H 7.26 -1.18 1.39
H 5.78 -2.12 1.26
H 5.79 -0.63 2.21
H 7.43 -1.07 -1.14
H 6.08 -0.43 -2.10
H 5.94 -2.00 -1.30
H 3.98 -2.33 -0.12
H 1.52 -2.15 -0.30
H 4.15 1.95 0.00
H 3.05 3.64 0.07
H -0.89 5.29 -0.08
H -1.75 3.02 -0.33
H 0.05 7.04 1.05
H 0.19 7.20 -0.70
H 1.25 8.12 0.36
H 1.89 5.87 2.38
H 3.01 7.06 1.70
H 3.37 5.34 1.56
H 2.25 6.30 -1.90
H 3.57 5.58 -0.98
H 3.23 7.30 -0.82
C 1.35 1.25 3.29
O 0.28 1.97 2.68
H 1.24 0.17 3.14
H 1.43 1.46 4.36
H 2.27 1.57 2.80
H -0.55 1.55 2.94
C -5.15 5.62 1.96
C -6.00 4.56 1.24
C -7.11 4.07 2.18
C -6.66 5.22 0.03
C -5.10 3.39 0.85
C -4.91 3.01 -0.48
C -4.08 1.94 -0.84
C -3.45 1.28 0.17
O -2.57 0.21 0.10
B -2.21 -0.07 1.48
O -2.89 0.81 2.32
C -3.64 1.63 1.50
C -4.45 2.67 1.87
H -5.78 6.46 2.26
H -4.37 6.00 1.31
H -4.68 5.22 2.86
H -7.76 4.89 2.46
H -6.70 3.64 3.10
H -7.71 3.30 1.69
H -7.29 6.04 0.37
H -7.29 4.52 -0.51
H -5.92 5.63 -0.66
H -5.41 3.54 -1.27
H -3.94 1.65 -1.88
H -4.57 2.92 2.91
```

---

Q: Which value of maximum force does entry 3 give?
A: 3.45 eV/Å

---

Q: Which of these has the highest spin multiplicity?
A: C30H40BCrN2O3S3